Record 1
ORCA calculation (ωB97M-V/def2-TZVPD) on C6H9N in the gas phase.

Its HOMO-LUMO gap is 8.49 eV. As for the total energy: -288.55641 a.u. As for the multiplicity: 1. Its relative energy (zero: lowest compared OMol25 entry of this formula, charge and spin) is 6.1397 eV. The HOMO energy is -7.6 eV. Its LUMO energy is 0.937 eV.

Geometry (Å):
N -1.5932 0.8692 -1.4108
C -1.8735 -0.3210 -0.7414
C 0.5047 0.1274 0.1839
C 0.2758 1.3292 -0.5889
C -0.3945 -0.2092 -0.9624
C 1.6408 -0.6504 0.7282
C 0.4635 -0.2671 1.6098
H -0.2243 -1.0562 1.9033
H -2.2348 -0.3311 0.2977
H -0.2876 2.1539 -0.1827
H -2.2505 -1.1684 -1.3330
H 2.5893 -0.1494 0.8951
H 0.0570 -0.7060 -1.8167
H 1.7260 -1.6931 0.4304
H 0.9784 1.5773 -1.3814
H 0.6229 0.4949 2.3688


Record 2
ORCA calculation (ωB97M-V/def2-TZVPD) on 8 unconnected molecules or ions with the total composition C23H26Cl14F9N3O5S in a non-equilibrium geometry.

As for the structure (SMILES): CC(=O)N(C)c1c(N)c(S(=O)(=O)C(F)(F)C(F)(F)C(F)(F)C(F)(F)F)c(C)c2c1C(=O)NC2=O.ClCCl.ClCCl.ClCCl.ClCCl.ClCCl.ClCCl.ClCCl. Its HOMO-LUMO gap is 8.69 eV. As for the total energy: -9172.12965 a.u. As for the multiplicity: 1. Its relative energy (zero: lowest compared OMol25 entry of this formula, charge and spin) is 1.0879 eV. The HOMO energy is -9.9 eV. Its LUMO energy is -1.180 eV.

Geometry (Å):
Cl 6.5901 1.8290 0.7023
Cl -2.5136 -1.2683 -4.0182
Cl 0.6326 3.8588 -2.1234
Cl -1.9284 -9.8889 0.5314
Cl -0.0273 -9.8207 2.7563
Cl 5.7540 0.0843 -2.0725
Cl -0.0084 -0.2656 -6.2436
Cl -3.2499 -3.0780 1.5035
Cl -1.3263 3.7091 -4.2889
Cl 7.9504 -0.4958 1.8432
Cl -1.5909 -0.5038 -8.6944
Cl 5.7980 -2.7294 -2.8826
Cl -1.5445 -5.3964 2.0380
Cl -4.1974 1.0787 -4.5142
S -2.4453 2.9418 0.3807
F -1.2496 1.0787 3.3018
F -5.1586 2.0564 2.6631
F -3.6710 0.7749 1.8095
F -2.3782 -0.6893 3.7617
F -2.1450 3.4830 2.9563
F -3.9888 4.0600 2.0447
F -4.4309 0.4871 4.4712
F -1.6528 0.5459 5.3664
F -3.5044 2.3599 4.9451
O -3.5961 2.6548 -0.4171
O 2.8231 2.3595 3.2744
O -1.8612 4.2105 0.0786
O 2.8459 -1.5304 0.3500
O -1.0222 -2.4569 -1.7243
N 0.2276 3.1841 1.5269
N 2.4013 1.1858 1.3138
N 1.1779 -1.9887 -1.2282
C -1.3898 0.5213 -0.4136
C -0.2217 -1.7159 -1.2313
C 3.2016 2.1968 0.6147
C -1.3655 -8.9938 1.9492
C 5.9953 -1.5868 -1.5479
C 0.8413 -0.1037 0.0715
C -1.1729 1.6960 0.2723
C 0.0556 1.9489 0.8485
C 1.0725 1.0354 0.7578
C -3.1059 3.0794 2.1285
C -0.7555 4.6364 -2.8955
C -2.7162 0.2062 -1.0415
C 7.3864 1.1562 2.1290
C -3.8536 1.7994 2.6494
C 2.3892 1.3693 2.7205
C -3.4801 1.3529 4.0819
C -2.1474 0.5603 4.1448
C -0.0671 0.0444 -7.9826
C 1.8233 0.2149 3.5102
C 1.7984 -1.2471 -0.1931
C -2.5327 -4.5483 0.8378
C -3.4932 -0.3924 -5.1999
C -0.3595 -0.3581 -0.5238
H 5.2633 -1.8169 -0.7816
H -2.6481 -0.7001 -1.6183
H 3.0869 2.0652 -0.4543
H 6.9993 -1.6820 -1.1521
H -3.3287 -5.2078 0.5140
H -1.0296 -8.0155 1.6308
H 2.9545 3.2294 0.8540
H -0.4581 5.6236 -3.2280
H 8.2386 1.7769 2.3775
H 1.3021 -0.5024 2.8860
H 0.3010 3.0723 2.5262
H 2.6501 -0.2761 4.0067
H -1.5553 4.7023 -2.1669
H -3.4972 0.0667 -0.3053
H 1.5626 -1.8380 -2.1534
H -4.2956 -1.0404 -5.5314
H 1.1263 0.6126 4.2304
H -2.8611 -0.1176 -6.0357
H -2.1875 -8.8981 2.6485
H 6.6776 1.1445 2.9487
H 4.2364 2.0348 0.8873
H 0.7486 -0.4862 -8.4584
H -1.9035 -4.2781 -0.0029
H 0.0285 1.1108 -8.1482
H -3.0084 0.9845 -1.7306
H 0.9848 3.7338 1.1586


Record 3
ORCA calculation (ωB97M-V/def2-TZVPD) on C8H14 in the gas phase in a non-equilibrium geometry.

As for the structure (SMILES): C=CC(=C)CCCC. Its HOMO-LUMO gap is 9.66 eV. As for the total energy: -313.15640 a.u. As for the multiplicity: 1. Its relative energy (zero: lowest compared OMol25 entry of this formula, charge and spin) is 1.6601 eV. The HOMO energy is -8.7 eV. Its LUMO energy is 1.002 eV.

Geometry (Å):
C 0.8784 -1.5667 1.1258
C 1.0400 -3.6823 -1.0754
C 0.8271 -2.3733 -1.1954
C -1.2198 1.9787 0.4646
C -0.5510 -0.3073 -0.4722
C -0.6185 3.3752 0.6624
C 0.4364 -1.4361 -0.1234
C -0.0840 1.0740 -0.0309
H -0.7120 -0.3881 -1.5437
H -1.4338 -0.5966 0.0966
H -1.3094 4.2056 0.7755
H 0.6695 1.0739 0.7507
H 1.2737 -4.1445 -0.1272
H -1.5491 1.6033 1.4240
H -0.0223 3.5713 -0.2374
H 1.4037 -2.4270 1.5138
H 0.1436 3.4408 1.4417
H 0.3884 1.5977 -0.8657
H 0.7564 -1.9641 -2.2004
H 1.1036 -4.2157 -2.0117
H -2.0659 1.9721 -0.2195
H 0.6450 -0.7908 1.8476


Record 4
ORCA calculation (ωB97M-V/def2-TZVPD) on a gas-phase ion, C3H5N4S (charge +1) in a non-equilibrium geometry.

As for the structure (SMILES): [NH2+]=C[NH+]=C=N/C=N/[S-]. The charge is +1. Its HOMO-LUMO gap (alpha / beta) is 5.78 / 5.73 eV. As for the total energy: -734.09621 a.u. As for the multiplicity: 1. The HOMO energy (alpha / beta) is -11.3 / -11.1 eV. Its LUMO energy (alpha / beta) is -5.479 / -5.370 eV.

Geometry (Å):
S 1.9272 2.7769 -5.0065
N 1.6909 1.5801 -4.0858
N -0.6706 0.5229 -0.4257
N -0.9692 -0.3339 1.6664
N 0.9398 0.3011 -2.2033
C 1.6004 0.4769 -3.4119
C -0.1324 0.0645 0.7103
C -0.1904 0.3459 -1.6538
H 0.9246 0.0413 0.6480
H -1.8245 0.1091 1.9400
H -1.6765 0.4002 -0.5093
H -0.6596 -0.7397 2.5517
H 2.2425 -0.4306 -3.6992